Formula: C2H7ClSi2
Source: the Open Molecules 2025 dataset
Level of theory: ωB97M-V/def2-TZVPD

Values from the calculation:
<S²> ... 2.0043
HOMO-LUMO gap (spin up / spin down) ... 0.260 / 0.306 hartree
Charge ... 0
2S+1 ... 3
Energy relative to the best compared isomer or geometry (same formula, charge and spin) ... 1.361 eV

Geometry (Å):
C (1.0339, -1.9918, -0.6167)
C (1.0532, -1.3738, 0.5128)
Si (-2.1108, 1.4662, -0.3793)
Si (0.9453, 0.5451, 0.7956)
Cl (2.4774, 1.4136, -0.2305)
H (0.8712, -3.0061, -0.7935)
H (1.1348, -1.3698, -1.6186)
H (0.8142, -1.8381, 1.5254)
H (-2.5150, 2.2250, 0.7136)
H (-1.5900, 2.2081, -1.3876)
H (-3.2866, 0.5432, -0.6940)
H (1.1724, 1.1786, 2.1726)

Löwdin atomic charge list, values in e, 4 entries: C -0.117; C -0.396; Si 0.570; Si 0.218